Run A
10
Properties=species:S:1:pos:R:3:lowdin_charge:R:1 method="wB97M-V/def2-TZVPD" homo_energy_ev=-9.66 molar_mass_g_mol=117.129 e_lumo_ha=-0.01038 smiles="C=NSC(=O)C=O"
C -1.775 0.197 -2.048 -0.12
C 0.579 0.097 0.990 -0.66
C 1.150 -0.969 0.076 -0.27
H -2.565 0.870 -1.814 0.05
H -1.712 -0.126 -3.093 0.08
H 0.460 -1.757 -0.185 0.10
N -0.915 -0.168 -1.191 -0.34
O 1.085 0.615 1.941 0.07
O 2.296 -0.900 -0.285 0.10
S -1.035 0.532 0.380 0.99


Run B
10
Properties=species:S:1:pos:R:3:lowdin_charge:R:1 method="wB97M-V/def2-TZVPD" homo_energy_ev=-8.00 molar_mass_g_mol=117.129 e_lumo_ha=0.02392 smiles="SN=c1occo1"
C 0.341 0.485 -0.441 -0.51
C -0.618 -1.377 0.355 -0.08
C 0.676 -1.635 -0.002 -0.05
H -1.326 2.680 0.219 -0.17
H -1.581 -1.827 0.858 0.18
H 1.411 -2.551 0.564 0.21
N 0.842 1.738 -0.485 -0.33
O -0.782 -0.074 0.027 0.03
O 1.244 -0.487 -0.673 0.04
S -0.207 3.047 -0.424 0.68


Last place for stability: run B


Run A
10
Properties=species:S:1:pos:R:3:lowdin_charge:R:1 method="wB97M-V/def2-TZVPD" homo_energy_ev="-9.79 / -9.79" molar_mass_g_mol=117.129 e_lumo_ha="-0.03675 / -0.03675"
C 0.781 0.015 0.187 -0.38
C -0.102 -1.396 0.128 -0.45
C -0.555 0.704 -0.003 -0.18
N -1.223 -0.628 -0.044 0.03
O 0.081 -2.589 0.002 0.07
O 2.547 1.846 0.065 -0.57
S 2.383 0.363 0.002 0.98
H -0.993 1.505 0.726 0.15
H -0.649 1.142 -1.083 0.14
H -2.270 -0.963 0.020 0.21


Run B
10
Properties=species:S:1:pos:R:3:lowdin_charge:R:1 method="wB97M-V/def2-TZVPD" homo_energy_ev=-10.89 molar_mass_g_mol=117.129 e_lumo_ha=-0.03308
C 0.573 0.059 1.370 -0.08
C 0.849 -0.980 1.900 0.03
C -2.325 1.229 -0.968 -0.09
N -2.701 1.098 0.099 0.06
O 0.666 0.295 -1.715 -0.45
O 1.837 -1.761 -1.114 -0.41
S 1.719 -0.341 -0.964 0.83
H 0.219 0.986 1.020 0.02
H 1.116 -1.904 2.326 0.04
H -1.952 1.319 -1.953 0.04


Last place for stability: run B


Run A
9
Properties=species:S:1:pos:R:3:lowdin_charge:R:1 method="wB97M-V/def2-TZVPD" homo_energy_ev=-2.96 molar_mass_g_mol=107.110 e_lumo_ha=0.14901 charge=-1
C -1.486 0.118 -0.481 -0.02
C 0.702 -0.204 -0.103 -0.37
O 0.394 -2.754 -0.483 -0.56
O 1.868 -1.539 -2.144 -0.57
O -0.586 -0.179 0.424 -0.26
S 0.588 -1.630 -1.430 0.60
H -2.446 0.149 -0.002 -0.03
H 0.986 0.896 -0.469 0.12
H 1.460 -0.615 0.596 0.08


Run B
9
Properties=species:S:1:pos:R:3:lowdin_charge:R:1 method="wB97M-V/def2-TZVPD" homo_energy_ev=-4.18 molar_mass_g_mol=107.110 e_lumo_ha=0.14077 charge=-1
C -2.036 -0.612 -0.092 -0.44
C -1.981 -1.841 -0.255 0.02
O -4.008 2.191 -0.925 -0.53
O -1.712 0.603 -0.007 -0.28
O -1.708 3.229 -0.545 -0.51
S -2.797 2.374 -0.034 0.81
H 8.413 -1.223 0.979 0.00
H -2.230 -2.826 -0.206 -0.07
H 8.061 -1.896 1.085 0.00


Last place for stability: run A


Run A
29
Properties=species:S:1:pos:R:3:lowdin_charge:R:1 method="wB97M-V/def2-TZVPD" homo_energy_ev=-6.21 molar_mass_g_mol=179.142 e_lumo_ha=0.10345 charge=-1
O -2.415 1.099 2.342 -0.13
H -2.119 0.718 3.160 -0.01
H 1.167 -0.065 0.939 -0.02
O -4.011 1.479 -0.789 -0.08
H -3.612 1.241 0.064 0.01
H 0.511 -2.342 -0.819 0.03
O -0.895 0.758 0.269 -0.38
H -3.698 0.658 -1.219 0.02
H -1.580 1.351 -0.055 -0.05
O 3.091 -1.651 0.073 -0.07
H 0.448 3.637 -0.211 0.03
H -1.662 0.909 1.689 -0.02
O 0.005 3.049 -0.837 -0.11
H 1.265 0.352 -2.851 0.04
H 3.137 -0.846 -0.447 0.01
O -2.055 -1.112 -1.287 -0.09
H -1.569 -0.409 -0.741 -0.01
H -2.066 -1.048 -2.203 -0.02
O 1.169 -1.182 3.648 -0.05
H 0.990 -0.877 2.753 0.01
H 2.040 -0.755 3.646 0.04
O 1.579 -0.546 -2.996 -0.04
H 1.598 -1.098 -2.220 -0.02
H -0.343 2.349 -0.210 -0.01
O 1.726 0.580 0.564 -0.05
H 1.171 1.096 -0.004 -0.01
O 0.875 -3.125 -1.258 -0.04
H 3.666 -1.371 0.797 0.04
H 1.591 -2.849 -1.798 -0.01


Run B
29
Properties=species:S:1:pos:R:3:lowdin_charge:R:1 method="wB97M-V/def2-TZVPD" homo_energy_ev=-5.50 molar_mass_g_mol=179.142 e_lumo_ha=0.10035 charge=-1
O -2.972 2.353 -0.576 -0.04
H -3.884 2.353 -0.280 0.06
H -2.816 2.710 -1.451 0.06
O 1.607 2.296 -3.288 -0.10
H 1.265 3.031 -2.793 0.00
H 1.790 1.693 -2.535 0.00
O 2.453 -1.615 -1.043 -0.04
H 1.979 -2.225 -1.616 0.04
H 2.697 -2.105 -0.252 0.03
O -1.115 -1.233 -0.002 -0.34
H 0.578 -1.424 0.743 0.00
H -1.010 0.537 -0.020 0.01
O 1.057 -1.288 1.595 -0.10
H 1.437 0.670 -0.162 0.00
H -0.991 -1.911 -0.675 -0.02
O 1.931 1.487 2.192 -0.06
H 1.908 0.564 1.975 -0.02
H 1.015 1.763 2.310 0.03
O -3.549 -0.882 -0.403 -0.24
H -2.451 -1.013 -0.260 -0.03
H -3.391 -0.016 -0.783 -0.06
O 1.794 1.357 -0.733 -0.08
H 1.983 2.007 -0.043 0.04
H 0.361 -0.856 2.103 0.05
O -0.698 1.296 0.554 -0.12
H -1.317 1.904 0.088 0.00
O -0.295 -3.896 1.882 -0.05
H -0.069 -2.967 1.752 -0.02
H -0.686 -4.257 1.123 -0.01


Last place for stability: run A